C16H32FNO10S2 | ωB97M-V/def2-TZVPD

Positions of all 62 atoms, in Å:
N 18.566000 27.683000 7.662000
H 19.478000 27.825000 7.544000
H 18.231000 26.671000 7.535000
H 18.081000 28.134000 6.852000
H 18.200000 28.141000 8.361000
F 15.721000 27.218000 6.869000
C 11.208000 25.515000 8.209000
C 12.680000 25.782000 8.915000
C 13.003000 27.290000 8.756000
O 12.399000 27.860000 9.921000
C 12.345000 26.888000 10.889000
O 12.099000 26.977000 12.103000
O 12.596000 25.671000 10.376000
H 10.183000 26.010000 8.482000
H 10.747000 24.357000 8.237000
H 11.323000 25.599000 7.174000
H 13.411000 25.253000 8.338000
H 12.589000 27.620000 7.737000
H 14.046000 27.527000 8.757000
C 13.133000 27.125000 4.559000
C 14.084000 28.082000 3.847000
C 15.564000 27.470000 3.620000
O 15.750000 27.854000 2.287000
C 14.564000 28.343000 1.702000
O 14.571000 28.755000 0.566000
O 13.598000 28.359000 2.565000
H 12.179000 27.744000 4.520000
H 13.167000 26.978000 5.678000
H 13.099000 26.121000 4.132000
H 14.469000 29.066000 4.192000
H 15.596000 26.549000 3.967000
H 16.006000 28.091000 4.394000
C 15.632000 22.910000 6.030000
C 16.418000 22.574000 4.754000
C 17.938000 22.511000 5.097000
S 18.022000 23.430000 6.664000
O 18.990000 24.516000 6.531000
O 18.206000 22.490000 7.689000
C 16.402000 24.089000 6.663000
H 15.482000 22.050000 6.654000
H 14.682000 23.071000 5.803000
H 16.416000 23.273000 4.094000
H 16.088000 21.783000 4.147000
H 18.439000 23.218000 4.330000
H 18.613000 21.734000 5.287000
H 16.356000 24.949000 6.128000
H 15.885000 24.451000 7.455000
C 13.877000 31.447000 6.068000
C 14.539000 32.775000 6.600000
C 16.037000 32.585000 6.942000
S 16.229000 30.893000 7.249000
O 16.557000 30.846000 8.615000
O 17.059000 30.313000 6.338000
C 14.584000 30.367000 6.929000
H 14.212000 31.209000 5.031000
H 12.855000 31.335000 6.189000
H 14.011000 33.163000 7.391000
H 14.178000 33.402000 5.670000
H 16.020000 33.310000 7.672000
H 16.780000 32.783000 6.145000
H 14.097000 30.304000 7.913000
H 14.593000 29.414000 6.465000

Forces on atoms 1 to 3 (eV/Å):
N -3.80 -4.28 -6.29
H 4.90 0.32 -0.29
H 0.67 1.37 0.61

Output
Electronic energy   -63456.480 eV
Maximum force   8.5 eV/A
Spin multiplicity   1
Orbital gap   9.591 eV



C5H9ClO2 | ωB97M-V/def2-TZVPD

Positions of all 17 atoms, in Å:
C 0.767770 2.018662 0.117041
C 0.243675 0.643698 0.150859
C 1.216077 -0.403647 0.521172
O 1.704377 -1.072319 -0.607250
C -0.966647 0.187588 -0.229898
Cl -2.529756 1.048654 -0.163700
C -1.282691 -1.306787 -0.499761
O -1.955626 -1.935420 0.579087
H 1.142450 2.334931 1.129950
H 1.686526 2.171077 -0.475876
H 0.067056 2.747303 -0.282114
H 2.026131 0.022055 1.092904
H 0.739435 -1.195308 1.111962
H 2.211064 -0.427516 -1.066534
H -0.386190 -1.912134 -0.680361
H -1.874941 -1.426533 -1.424754
H -2.808716 -1.494301 0.727280

Forces on atoms 1 to 3 (eV/Å):
C 0.56 1.55 1.14
C -1.56 -0.05 -0.95
C -0.22 -1.34 0.38

Output
Electronic energy   -21946.897 eV
Maximum force   2.0 eV/A
Spin multiplicity   1
Orbital gap   9.765 eV
SMILES string   C/C(CO)=C(\Cl)CO



C51H99N9O35P2 | ωB97M-V/def2-TZVPD

Positions of all 196 atoms, in Å:
C -8.871378 15.621445 14.927398
N -8.408309 15.443243 13.534100
O -7.610245 16.238555 13.083404
O -8.708140 14.418557 12.937923
H -9.142048 16.655343 15.109363
H -8.053845 15.270731 15.551920
H -9.727014 14.952559 14.968793
C 1.076622 15.005488 19.991604
N 2.115594 15.979899 20.391431
O 3.261047 15.560347 20.443129
O 1.761837 17.079697 20.757273
H 0.587125 15.424820 19.115723
H 0.409047 14.961126 20.849540
H 1.505979 14.021822 19.840890
C -2.568210 12.766767 22.423346
N -1.104818 12.666936 22.623405
O -0.696158 11.797840 23.356911
O -0.405401 13.381632 21.925882
H -2.799991 13.823374 22.552916
H -3.047884 12.226853 23.234580
H -2.926539 12.432626 21.455405
C 5.896333 13.865456 21.133385
C 4.835480 14.639577 20.363134
C 5.302786 15.300033 19.062832
O 4.290351 14.945913 18.132278
C 3.479779 13.984881 18.626891
O 2.557674 13.499049 18.055774
O 3.842918 13.714655 19.898484
H 6.612232 14.621823 21.466180
H 6.413287 13.236573 20.406793
H 5.529444 13.277939 21.968434
H 4.368814 15.420556 20.968295
H 6.283155 14.909874 18.782821
H 5.275859 16.385581 19.127601
C -0.367103 8.411649 13.558388
C 0.877031 9.140690 14.038399
C 0.964548 10.635994 13.697257
O 0.953515 11.265010 14.955205
C 1.045897 10.373424 15.946501
O 1.133318 10.629590 17.109159
O 0.889002 9.139157 15.461978
H -0.561299 8.539223 12.492387
H -1.241061 8.664953 14.153412
H -0.124591 7.353839 13.670287
H 1.808847 8.700325 13.678608
H 0.137183 10.892104 13.031826
H 1.881065 10.855849 13.148365
C -2.186942 15.954364 21.343593
C -3.534698 16.407429 21.912735
C -3.551876 17.260813 23.181835
O -4.517506 18.256200 22.902964
C -4.902070 18.181530 21.628372
O -5.757970 18.843012 21.105659
O -4.175297 17.282923 20.976520
H -1.556711 16.850531 21.297633
H -2.292751 15.679315 20.296038
H -1.639708 15.259885 21.975919
H -4.204060 15.549461 22.020301
H -2.586345 17.713047 23.426214
H -3.852454 16.688240 24.059218
C 2.754651 15.627055 14.661538
C 2.208319 16.792599 15.478564
C 1.128433 16.409895 16.467541
O 1.513052 17.202904 17.599842
C 2.812065 17.609552 17.492034
O 3.412977 18.065240 18.404529
O 3.267545 17.287211 16.264536
H 1.993693 15.168233 14.025428
H 3.103383 14.854532 15.346499
H 3.541869 15.952649 13.983468
H 1.814730 17.602825 14.858158
H 1.082063 15.362183 16.774382
H 0.120932 16.660244 16.135205
C -5.777771 8.807597 18.197946
C -4.358880 9.387460 17.968331
C -3.288341 8.943701 18.959488
O -2.353292 8.228946 18.163529
C -2.805342 8.124831 16.886869
O -2.297744 7.342058 16.146262
O -3.891413 8.897693 16.717705
H -6.530425 9.262763 17.553786
H -6.109352 8.968245 19.224609
H -5.776282 7.743201 17.958995
H -4.448877 10.474489 17.945109
H -3.721595 8.391623 19.792427
H -2.805058 9.843113 19.340384
C 0.663820 8.943860 20.425759
C 1.849145 9.818398 20.115007
C 1.756723 11.221390 20.720436
O 3.007405 11.421602 21.374830
C 3.730863 10.294312 21.314736
O 4.852262 10.193475 21.727118
O 3.042278 9.311596 20.751273
H 0.946451 7.899486 20.308427
H -0.260956 9.209878 19.917023
H 0.427195 9.115684 21.480909
H 2.159605 9.935039 19.079099
H 0.939127 11.381456 21.421525
H 1.635350 11.955479 19.922555
C -7.065754 16.724020 19.165402
C -7.341274 17.787366 18.114513
C -6.825908 19.190803 18.481439
O -6.017673 19.557657 17.363461
C -6.099657 18.642730 16.396620
O -5.614365 18.725302 15.318648
O -6.723653 17.527725 16.878251
H -6.064800 16.779305 19.578164
H -7.265878 15.730782 18.753674
H -7.805996 16.806564 19.963734
H -8.427407 17.815174 17.973677
H -6.298450 19.147989 19.434741
H -7.634224 19.911559 18.595177
C -5.665424 11.777085 20.871364
C -6.248668 13.145201 21.098960
C -7.721455 13.211692 21.509789
O -7.752861 14.331236 22.397436
C -6.515720 14.530269 22.875600
O -6.185045 15.355409 23.665052
O -5.670749 13.657002 22.293114
H -5.837620 11.020224 21.638787
H -4.604045 11.857330 20.638159
H -6.088940 11.281982 19.992793
H -6.146427 13.771913 20.212616
H -8.063517 12.228363 21.837479
H -8.355106 13.507233 20.674822
C -6.191311 12.879859 14.774302
C -7.499579 12.222626 15.206815
C -7.482191 10.730552 15.496403
O -8.143742 10.618955 16.768616
C -8.216814 11.824397 17.332310
O -8.449047 12.067800 18.484764
O -7.948036 12.771380 16.437743
H -5.958665 12.794894 13.709305
H -5.321541 12.659674 15.389556
H -6.354266 13.961793 14.754947
H -8.237550 12.514067 14.455614
H -6.458657 10.384546 15.668040
H -7.963777 10.122913 14.734706
O -5.739164 6.776749 12.989197
P -5.928533 7.868313 12.007103
N -7.478778 8.573293 12.253726
C -7.962679 8.683229 13.599540
C -8.058049 9.429284 11.229765
N -5.978424 7.394697 10.392623
C -4.705019 7.255794 9.671348
C -6.882335 6.284506 10.059505
N -4.863275 9.175993 12.076399
C -4.178781 9.569009 13.288146
C -4.928111 10.232544 11.066375
H -9.010031 8.998318 13.628110
H -7.402458 9.312339 14.300998
H -8.024768 7.689785 14.051672
H -7.966103 10.491381 11.481652
H -9.124586 9.185506 11.178286
H -7.634849 9.203009 10.256209
H -4.894118 7.062756 8.617335
H -4.054219 8.110756 9.846018
H -4.119204 6.401409 10.032248
H -6.554299 5.344862 10.510309
H -7.893610 6.501832 10.399695
H -6.892084 6.154579 8.978135
H -3.112728 9.766437 13.141072
H -4.574339 10.451821 13.803958
H -4.292871 8.726237 13.972754
H -3.904581 10.396361 10.716053
H -5.324770 11.157480 11.493662
H -5.533792 9.954797 10.208560
O -4.132912 12.055880 17.952936
P -3.156897 13.067904 17.497312
N -2.656056 12.856052 15.900671
C -1.934905 13.856340 15.104582
C -2.582374 11.497558 15.365825
N -1.784680 13.129596 18.510240
C -0.887619 14.271285 18.411575
C -1.274455 11.885003 19.057553
N -3.718172 14.642225 17.625389
C -4.108737 15.179822 18.920528
C -4.427516 15.282703 16.538589
H -0.913673 13.521598 14.890553
H -1.827482 14.791467 15.648602
H -2.437386 13.969908 14.142367
H -1.634030 11.071319 15.717340
H -2.705383 11.409364 14.289391
H -3.304434 10.902382 15.932082
H 0.015293 14.087888 18.996651
H -0.604178 14.391741 17.366095
H -1.352834 15.139416 18.884067
H -0.776510 11.309119 18.269928
H -0.563372 12.083102 19.853240
H -2.097390 11.249559 19.388913
H -4.230043 16.257288 18.880280
H -5.080554 14.709800 19.110815
H -3.492823 14.794424 19.735104
H -5.479309 14.971944 16.561137
H -4.002900 15.049505 15.565069
H -4.438623 16.371432 16.598036

Forces on atoms 1 to 3 (eV/Å):
C -0.75 -0.53 -0.37
N 1.56 -0.16 -0.94
O -0.36 0.39 0.31

Output
Electronic energy   -158132.714 eV
Maximum force   12.3 eV/A
Spin multiplicity   1
Orbital gap   8.043 eV



C3H13N3O | ωB97M-V/def2-TZVPD

Positions of all 20 atoms, in Å:
C -0.887058 1.263858 0.479678
C -1.382617 0.598116 -0.795473
N -1.891279 2.173559 0.999365
O -0.600334 0.305338 1.503421
H -1.456656 -0.000844 1.831222
H 0.084460 1.744665 0.296705
H -2.296068 2.744556 0.268472
H -1.513822 2.779362 1.718704
H -0.667520 -0.153327 -1.142204
H -2.347643 0.122662 -0.608857
H -1.511069 1.343140 -1.582697
C 2.011040 -1.065552 -0.582357
N 1.398656 -1.705891 0.651537
N 1.050235 -1.591572 -1.519336
H 0.649755 -2.210406 -0.422670
H 0.742235 -1.062072 1.105241
H 2.087927 -1.990773 1.341518
H 1.498448 -1.884146 -2.381359
H 3.042237 -1.443365 -0.676618
H 1.989075 0.032692 -0.484295

Forces on atoms 1 to 3 (eV/Å):
C -0.04 -0.03 -0.11
C 0.09 0.09 0.20
N 0.06 -0.05 0.03

Output
Electronic energy   -9837.552 eV
Maximum force   3.1 eV/A
Spin multiplicity   1
Orbital gap   8.834 eV



- What is the spin multiplicity in the first record?
  1